No. 1
Density functional theory data (ωB97M-V/def2-TZVPD) for C14H14N6OPdS as an isolated structure.

gap between HOMO and LUMO (alpha / beta) = 0.2614 / 0.2661 Ha
<S²> = 2.01
spin multiplicity = 3

```
37
Properties=species:S:1:pos:R:3:forces:R:3:lowdin_charge:R:1
Pd -0.3076 0.0839 0.3050 -0.2 0.0 -0.4 0.974
S 1.3666 -1.7459 4.0579 -0.1 -0.6 0.4 1.019
C -0.2415 -2.3931 3.9300 2.1 -1.1 2.8 -0.415
C -0.9148 -1.8225 2.9763 -1.3 1.3 -2.5 -0.261
C -0.1710 -0.9035 2.1889 -0.5 0.6 -0.7 -0.244
C 1.0912 -0.7527 2.6751 -1.4 -1.3 0.5 -0.570
C 2.0879 -0.1293 1.9106 3.1 1.0 -1.6 -0.317
C 3.3530 0.2315 2.3547 -0.4 -2.0 3.9 -0.047
C 4.2498 0.9268 1.6330 -0.6 -0.3 -2.6 -0.065
C 3.9533 1.1245 0.2773 -1.4 1.0 0.3 -0.019
C 2.6458 0.7903 -0.1903 3.1 0.5 1.2 -0.097
N 1.8566 0.1198 0.6096 -2.4 -0.1 0.2 -0.004
H -0.6112 -3.1352 4.6225 0.2 0.1 0.1 0.073
H -1.9243 -2.0767 2.7647 -0.8 -0.2 -0.1 0.081
H 3.6511 -0.1723 3.3768 -0.5 1.1 -1.1 0.128
H 5.1357 1.2696 2.0739 1.3 0.3 0.4 0.097
H 4.6080 1.7464 -0.2968 0.2 0.0 -0.5 0.094
H 2.2499 1.1298 -1.1281 0.0 -0.3 -0.5 0.086
N -1.0784 -1.6304 -0.9057 2.2 0.0 -0.7 -0.045
C -2.5232 -1.4442 -0.9431 0.0 -2.8 -3.1 -0.271
C -3.0108 -0.0626 -1.1008 -1.4 -0.1 1.8 -0.247
N -2.5104 0.6062 0.1130 -0.1 -0.8 1.6 -0.043
H -0.5555 -1.6543 -1.8200 -1.2 0.5 1.0 0.127
H -0.7915 -2.5058 -0.4627 -0.4 0.3 0.1 0.099
H -2.8581 -1.7957 0.0040 -0.6 -0.6 0.6 0.099
H -2.9114 -2.1158 -1.8056 0.1 1.0 1.5 0.151
H -4.1159 -0.1310 -1.2953 0.6 0.3 0.9 0.136
H -2.6698 0.4774 -1.9186 1.1 0.8 -1.5 0.062
H -2.7215 0.2005 1.0641 -0.3 0.3 -1.8 0.108
H -2.5991 1.5885 0.1919 -0.3 1.1 -0.4 0.074
O 0.1760 1.1116 -1.6796 -0.2 0.4 0.3 -0.281
N -0.7954 1.7625 -2.2447 0.5 -1.2 1.9 -0.056
C -0.5894 2.0961 -3.4518 -0.9 0.8 -2.4 -0.356
C 0.5730 1.9276 -4.2464 2.7 -0.8 -2.0 -0.175
N 1.4556 1.7914 -5.0092 -2.0 0.4 2.0 0.155
C -1.7691 2.5378 -4.1489 0.4 0.5 0.9 -0.195
N -2.7836 2.9485 -4.4818 -0.7 0.1 -0.6 0.146
```
Positions in Å, forces in eV/Å.



No. 2
Density functional theory data (ωB97M-V/def2-TZVPD) for C14H15AuClP as an isolated structure.

gap between HOMO and LUMO = 0.2948 Ha

```
32
Properties=species:S:1:pos:R:3:forces:R:3:lowdin_charge:R:1
Au -9.0758 5.1429 5.4234 0.2 1.0 -0.7 0.591
C -8.3751 6.0201 8.8263 0.4 -1.6 -1.8 -0.208
P -9.5837 5.2450 7.6500 2.0 0.1 -0.9 0.787
C -9.7726 3.5229 8.0357 -1.9 -1.2 2.2 -0.400
C -10.3507 3.1300 9.2813 1.9 -0.3 -0.5 -0.072
C -10.2786 1.7720 9.6295 -0.8 0.9 1.6 -0.108
C -9.8087 0.7842 8.8051 0.1 -0.4 -1.9 -0.077
C -9.5205 1.1617 7.4710 0.5 -0.1 0.5 -0.064
C -9.5290 2.5059 7.1107 0.6 0.5 0.2 -0.122
C -11.0761 6.0321 8.0582 -0.8 2.4 0.0 -0.424
C -12.2736 5.4346 7.7774 -1.5 -1.9 0.5 -0.098
C -13.5034 6.0508 8.1092 2.2 0.4 -0.1 -0.068
C -13.4734 7.3510 8.6096 -0.6 -0.5 0.2 -0.088
C -12.2555 8.0647 8.7101 -0.8 -0.5 -0.2 -0.069
C -11.0485 7.4086 8.4244 -1.1 -0.2 0.8 -0.070
H -8.2896 7.0713 8.6237 -0.3 0.5 0.3 0.029
H -7.4068 5.6140 8.4985 -0.2 -0.1 0.4 0.049
H -8.6204 5.6903 9.8119 0.0 0.3 0.8 0.040
H -10.5943 3.8682 10.0598 -0.1 -0.4 -0.5 0.116
H -10.5868 1.5340 10.6506 0.1 -0.1 -0.3 0.106
H -9.7182 -0.2718 9.1212 -0.1 0.8 -0.1 0.116
H -9.1392 0.4634 6.7249 -0.4 -0.1 0.3 0.107
H -9.2355 2.8679 6.1296 0.1 -0.6 -0.1 0.033
H -12.2636 4.3310 7.5021 -0.2 1.6 0.1 0.130
H -14.3770 5.4606 8.0090 -0.9 -0.2 0.0 0.090
H -14.4410 7.7303 9.0105 1.0 0.2 -0.6 0.114
H -12.3865 9.1117 9.0182 0.8 -0.5 0.0 0.108
H -10.1067 7.8983 8.6455 -0.2 0.1 -0.3 0.085
Cl -7.3495 6.2461 2.9951 0.4 0.7 -0.4 0.330
C -8.6506 5.1179 3.3734 -1.1 -1.9 -0.2 -0.917
H -8.2404 4.1041 3.0823 -0.7 1.1 0.1 -0.028
H -9.5914 5.3329 2.7709 1.4 -0.1 0.5 -0.016
```
Positions in Å, forces in eV/Å.



No. 3
Density functional theory data (ωB97M-V/def2-TZVPD) for a 9-piece molecular cluster, C14H15Cl20N3O6 overall.

gap between HOMO and LUMO = 0.3240 Ha
SMILES = C[N+](=O)[O-].C[N+](=O)[O-].C[N+](=O)[O-].ClC(Cl)(Cl)Cl.ClC(Cl)(Cl)Cl.ClC(Cl)(Cl)Cl.ClC(Cl)(Cl)Cl.ClC(Cl)(Cl)Cl.c1ccccc1

```
58
Properties=species:S:1:pos:R:3:forces:R:3:lowdin_charge:R:1
C 3.1885 -0.7113 -1.5786 -0.1 -0.4 -0.5 -1.939
Cl 4.2150 -0.2331 -2.9950 -0.5 -0.3 1.0 0.508
Cl 1.7785 -1.6493 -2.1939 0.6 0.4 0.3 0.515
Cl 4.0794 -1.7588 -0.4348 0.0 0.5 -0.6 0.508
Cl 2.6291 0.7303 -0.7172 0.2 -0.2 -0.2 0.540
C -2.2646 -4.5426 -2.2464 0.3 -0.4 -0.6 -2.033
Cl -1.7912 -2.9101 -2.6388 -0.2 0.6 -0.1 0.568
Cl -0.9459 -5.5538 -2.9213 -0.4 -0.3 0.2 0.499
Cl -2.3449 -4.7309 -0.5153 -0.1 -0.1 0.4 0.538
Cl -3.8255 -4.9669 -2.9798 0.5 0.1 0.1 0.553
C 2.6303 3.8179 2.8635 -0.5 0.2 -0.7 -1.989
Cl 1.9630 3.9155 4.4852 0.1 0.2 0.1 0.523
Cl 1.5059 2.7746 1.9072 0.6 0.3 0.2 0.519
Cl 2.6727 5.4352 2.0813 0.0 -0.5 0.4 0.519
Cl 4.2443 3.1414 2.9008 -0.1 0.0 -0.1 0.575
C -1.0461 2.0116 6.3970 -0.3 -0.6 -0.8 -2.054
Cl -1.1084 1.8266 4.6142 0.2 -0.1 0.4 0.511
Cl -1.6794 3.5646 6.7792 -0.2 1.0 0.4 0.565
Cl -2.1001 0.7871 7.1234 0.3 -0.1 0.0 0.535
Cl 0.6178 1.8668 6.9743 -0.1 -0.1 0.1 0.536
C 0.5793 -3.9895 2.3247 0.4 1.5 -1.0 -2.022
Cl 0.6090 -5.4721 1.3959 -0.9 -0.3 0.3 0.549
Cl 1.7326 -4.1245 3.6070 0.4 -0.1 0.8 0.555
Cl 1.1418 -2.7226 1.1630 0.2 -0.1 0.1 0.474
Cl -0.9395 -3.3117 2.9548 -0.1 -1.0 -0.1 0.538
C -0.5630 0.4986 0.8989 -0.8 -0.4 1.2 -0.010
N -1.8131 -0.0948 0.2854 0.6 0.4 0.4 -0.407
O -1.6514 -0.5884 -0.8084 -0.4 0.0 -0.3 -0.022
O -2.8488 -0.0920 0.9312 0.7 0.0 -0.6 0.076
H -0.8934 0.8184 1.8871 0.2 0.2 -0.1 0.051
H -0.1166 1.3124 0.3275 -0.4 -0.3 -0.3 0.041
H 0.1196 -0.3399 1.0372 0.0 0.2 -0.2 0.027
C -4.1861 -0.2860 -2.7890 -0.9 0.7 -0.4 0.037
N -5.4017 -0.8247 -3.5073 -1.9 -1.9 1.8 -0.432
O -5.5686 -2.0433 -3.5410 1.2 0.6 -0.2 0.021
O -6.2949 -0.0787 -3.8490 0.9 1.0 -0.3 0.055
H -3.7648 0.3083 -3.5998 1.0 -0.2 0.4 0.104
H -3.6436 -1.0590 -2.2447 0.1 0.0 -1.0 0.029
H -4.5155 0.4124 -2.0197 -0.4 0.1 -0.3 0.097
C 3.0882 -0.0287 5.1761 0.3 -1.6 1.7 0.015
N 2.4975 -0.1493 3.8391 -1.0 1.7 -1.5 -0.411
O 1.2820 -0.3207 3.7317 1.1 -0.3 0.6 -0.012
O 3.2111 0.1254 2.8818 -0.1 -0.7 0.7 -0.011
H 2.6131 -0.7663 5.8229 -0.4 -0.1 -0.2 0.097
H 2.9073 0.9148 5.6910 0.0 0.3 -0.9 0.056
H 4.1374 -0.3242 5.1897 0.0 0.5 -0.6 0.103
C 0.6937 2.5465 -3.4748 1.0 0.5 -0.8 -0.102
C 0.1249 1.3412 -3.1395 -0.5 -0.9 -1.5 -0.124
C -0.0956 0.3910 -4.1754 0.0 1.5 1.4 -0.102
C 0.2554 0.6959 -5.4867 -0.9 -1.5 0.0 -0.103
C 0.7370 1.9218 -5.8382 1.6 1.5 1.0 -0.097
C 1.0645 2.8149 -4.8108 -0.7 -0.4 0.7 -0.079
H 0.9862 3.2905 -2.7486 -0.2 0.0 0.3 0.095
H -0.1658 1.0342 -2.1457 0.1 0.3 0.2 0.059
H -0.6177 -0.4737 -3.7930 0.2 -0.6 -0.8 0.057
H 0.1701 -0.0514 -6.2618 -0.3 -0.2 0.0 0.103
H 1.0668 2.1911 -6.8308 -0.2 -0.3 -0.2 0.102
H 1.6441 3.7093 -4.9858 -0.2 0.2 -0.3 0.096
```
Positions in Å, forces in eV/Å.